Record 1
# C46H55BrEuN3O2S4Si2

A structure of composition C46H55BrEuN3O2S4Si2 (ωB97M-V with the def2-TZVPD basis set, OMol25).

Properties
Multiplicity: 8
Highest occupied orbital energy (spin up / spin down), Ha: -0.0839 / -0.1571
Kohn-Sham gap (spin up / spin down), eV: 4.43 / 6.43
Charge: -1
LUMO energy (spin up / spin down), eV: 2.15 / 2.15
E, eV: -205629.9998

Positions of all 114 atoms, in Å:
Eu1 -0.608 0.458 0.560
C1 1.753 1.097 5.303
Si1 2.839 -0.341 4.690
C2 4.573 0.345 4.270
C3 2.980 -1.607 6.115
C4 2.174 -1.305 3.199
C5 2.086 -2.680 3.175
C6 1.663 -3.348 2.026
C7 1.284 -2.591 0.941
N1 1.274 -1.256 0.944
C8 1.753 -0.619 2.041
S1 1.795 1.091 1.953
H1 1.867 1.236 6.375
H2 0.702 0.930 5.098
H3 2.026 2.023 4.809
H4 4.954 0.944 5.093
H5 4.525 0.982 3.393
H6 5.295 -0.442 4.069
H7 3.260 -1.107 7.036
H8 3.733 -2.364 5.919
H9 2.036 -2.113 6.292
H10 2.348 -3.252 4.050
H11 1.631 -4.426 1.986
H12 0.934 -3.053 0.024
S2 -1.180 2.379 2.983
C9 -2.760 2.606 3.395
N2 -3.590 1.643 3.814
C10 -4.982 1.986 4.002
C11 -5.005 3.478 4.308
S3 -3.542 4.170 3.449
H13 -3.311 0.674 3.730
H14 -5.399 1.407 4.830
H15 -5.554 1.761 3.091
H16 -4.882 3.686 5.371
H17 -5.900 3.971 3.940
O1 -0.071 2.462 -0.394
S4 0.401 3.620 -1.192
C12 2.202 3.121 -1.538
C13 2.942 4.119 -2.465
C14 5.003 2.806 -3.148
C15 5.277 1.804 -2.303
C16 4.463 0.948 -1.458
C17 3.146 0.910 -1.230
C18 -0.188 3.318 -2.879
C19 -0.150 4.356 -3.796
C20 -0.542 4.125 -5.103
C21 -0.998 2.870 -5.478
C22 -1.087 1.851 -4.543
C23 -0.686 2.080 -3.238
H18 2.313 4.912 -2.872
H19 5.862 3.266 -3.621
H20 6.335 1.581 -2.199
H21 5.052 0.236 -0.893
H22 2.728 0.202 -0.525
H23 0.173 5.338 -3.485
H24 -0.490 4.921 -5.831
H25 -1.304 2.692 -6.498
H26 -1.464 0.881 -4.835
H27 -0.760 1.308 -2.483
C24 3.685 3.397 -3.596
C25 3.717 4.495 -1.225
C26 3.092 3.621 -0.437
N3 2.173 1.739 -1.878
C27 2.212 1.472 -3.268
C28 2.861 2.253 -4.120
H28 3.890 4.107 -4.400
H29 4.477 5.237 -1.066
H30 3.147 3.344 0.598
H31 1.706 0.561 -3.560
H32 2.875 2.043 -5.177
Br1 -3.048 1.614 -0.123
C29 -4.099 -1.471 1.631
Si2 -2.155 -1.707 1.695
C30 -2.020 -3.487 0.909
C31 -1.845 -2.081 3.581
C32 -2.089 -3.313 4.180
C33 -1.846 -3.521 5.527
C34 -1.371 -2.489 6.318
C35 -1.113 -1.257 5.744
C36 -1.334 -1.071 4.392
H33 -4.621 -2.296 2.111
H34 -4.433 -1.422 0.597
H35 -4.428 -0.548 2.102
H36 -2.904 -4.082 1.128
H37 -1.159 -4.013 1.311
H38 -1.909 -3.449 -0.175
H39 -2.474 -4.125 3.580
H40 -2.029 -4.491 5.967
H41 -1.204 -2.640 7.375
H42 -0.736 -0.448 6.352
H43 -1.089 -0.111 3.945
C37 -3.224 -3.673 -6.756
C38 -2.418 -3.102 -5.632
C39 -3.046 -2.469 -4.568
C40 -2.338 -1.919 -3.513
C41 -3.097 -1.262 -2.409
C42 -0.923 -2.013 -3.506
C43 -0.132 -1.461 -2.440
O2 -0.518 -0.681 -1.549
C44 -0.272 -2.649 -4.593
C45 1.224 -2.749 -4.667
C46 -1.027 -3.167 -5.628
H44 -4.186 -4.028 -6.394
H45 -2.700 -4.495 -7.240
H46 -3.418 -2.906 -7.507
H47 -4.125 -2.396 -4.561
H48 -4.166 -1.432 -2.522
H49 -2.938 -0.182 -2.410
H50 -2.781 -1.636 -1.434
H51 0.927 -1.762 -2.431
H52 1.687 -1.767 -4.584
H53 1.528 -3.187 -5.615
H54 1.611 -3.376 -3.864
H55 -0.522 -3.632 -6.463

---

Record 2
# C46H55HfN3O6SSe

A structure of composition C46H55HfN3O6SSe (ωB97M-V with the def2-TZVPD basis set, OMol25).

Properties
Highest occupied orbital energy, Ha: -0.0490
Kohn-Sham gap, eV: 5.13
Charge: -2
Energy above the lowest of the compared OMol25 structures with the same formula, charge and spin, eV: 0.000
LUMO energy, eV: 3.80
E, eV: -142849.0225

Positions of all 113 atoms, in Å:
Hf1 -0.384 2.107 -1.031
C1 4.363 -0.943 4.350
C2 2.978 -0.583 4.891
C3 2.385 -1.836 5.550
C4 3.153 0.508 5.957
C5 2.045 -0.090 3.787
C6 2.432 0.050 2.462
C7 1.529 0.479 1.506
Se1 2.118 0.820 -0.287
C8 1.741 -0.864 -1.120
C9 2.652 -1.898 -1.000
C10 2.420 -3.125 -1.602
C11 1.249 -3.231 -2.350
C12 0.315 -2.220 -2.526
C13 0.533 -0.969 -1.860
O1 -0.311 0.014 -1.886
C14 -0.887 -2.560 -3.427
C15 -0.373 -3.055 -4.789
C16 -1.840 -1.397 -3.715
C17 -1.702 -3.693 -2.781
C18 3.368 -4.317 -1.487
C19 4.590 -3.995 -0.627
C20 3.861 -4.732 -2.880
C21 2.635 -5.503 -0.843
C22 0.180 0.783 1.803
O2 -0.650 1.081 0.846
C23 -0.199 0.740 3.175
C24 0.738 0.286 4.094
C25 -1.527 1.269 3.748
C26 -1.209 2.513 4.596
C27 -2.577 1.696 2.717
C28 -2.182 0.197 4.633
H1 4.995 -1.302 5.167
H2 4.303 -1.730 3.596
H3 4.852 -0.078 3.899
H4 3.038 -2.197 6.351
H5 1.403 -1.629 5.979
H6 2.265 -2.633 4.814
H7 3.819 0.165 6.756
H8 3.579 1.410 5.513
H9 2.198 0.781 6.407
H10 3.445 -0.162 2.146
H11 3.547 -1.722 -0.417
H12 1.054 -4.179 -2.844
H13 0.218 -2.278 -5.273
H14 0.245 -3.951 -4.696
H15 -1.220 -3.295 -5.441
H16 -1.324 -0.558 -4.176
H17 -2.616 -1.752 -4.402
H18 -2.316 -1.024 -2.812
H19 -1.109 -4.602 -2.660
H20 -2.057 -3.399 -1.793
H21 -2.570 -3.934 -3.403
H22 5.171 -3.174 -1.051
H23 4.301 -3.715 0.388
H24 5.239 -4.873 -0.564
H25 4.399 -3.909 -3.354
H26 4.533 -5.594 -2.811
H27 3.028 -5.002 -3.531
H28 2.285 -5.237 0.157
H29 1.765 -5.798 -1.432
H30 3.299 -6.370 -0.760
H31 0.438 0.253 5.137
H32 -0.772 3.296 3.973
H33 -2.126 2.909 5.044
H34 -0.506 2.281 5.399
H35 -2.210 2.492 2.075
H36 -2.885 0.867 2.084
H37 -3.456 2.062 3.260
H38 -1.557 -0.091 5.481
H39 -3.128 0.576 5.031
H40 -2.392 -0.704 4.051
C29 -2.628 -1.082 0.195
C30 -3.271 0.100 -0.435
N1 -2.662 1.159 -0.930
C31 -3.625 1.963 -1.457
C32 -4.855 1.400 -1.284
N2 -4.605 0.216 -0.632
C33 -6.223 1.801 -1.658
O3 -6.336 2.950 -2.284
O4 -7.171 1.098 -1.365
C34 -3.166 3.204 -2.134
O5 -4.014 3.953 -2.656
O6 -1.916 3.360 -2.102
H41 -1.552 -0.943 0.165
H42 -2.898 -1.986 -0.352
H43 -2.945 -1.195 1.233
H44 -5.325 -0.439 -0.374
H45 -5.421 3.395 -2.439
N3 0.261 3.594 0.033
C35 0.050 4.471 1.016
C36 -1.265 4.867 1.407
C37 -1.500 5.744 2.449
C38 -0.451 6.301 3.178
C39 0.849 5.955 2.810
C40 1.096 5.084 1.767
H46 -2.099 4.465 0.840
H47 -2.526 5.999 2.701
H48 -0.638 6.983 3.999
H49 1.689 6.378 3.354
H50 2.114 4.820 1.501
S1 1.190 2.639 -3.115
C41 0.406 1.895 -4.506
C42 1.003 0.821 -5.176
C43 0.454 0.305 -6.340
C44 -0.722 0.831 -6.861
C45 -1.336 1.886 -6.198
C46 -0.781 2.413 -5.041
H51 1.914 0.402 -4.767
H52 0.944 -0.524 -6.839
H53 -1.157 0.420 -7.765
H54 -2.256 2.309 -6.585
H55 -1.245 3.256 -4.545